A cluster of 2 separate species, C4H9NO in total, computed with ωB97M-V with the def2-TZVPD basis set.

Structure (XYZ):
```
15
Properties=species:S:1:pos:R:3:nbo_charge:R:1
C 1.85 -0.11 -0.40 -0.6182
C 1.38 0.93 0.60 -0.2078
N 0.09 0.61 1.19 -0.5549
C -0.40 -0.39 1.64 0.8644
O -0.99 -1.30 2.10 -0.5277
H 2.82 0.17 -0.82 0.2179
H 1.13 -0.22 -1.22 0.2161
H 1.96 -1.09 0.09 0.2090
H 2.10 1.04 1.42 0.1992
H 1.29 1.91 0.12 0.2044
C -2.25 -0.31 -0.95 -0.8608
H -1.63 0.56 -0.73 0.2159
H -3.21 0.01 -1.34 0.2143
H -2.40 -0.88 -0.03 0.2193
H -1.74 -0.94 -1.68 0.2088
```

Properties
E_LUMO: 0.815 eV
Relative energy (zero: lowest compared OMol25 entry of this formula, charge and spin): 20.4 kcal/mol
SMILES: CCN=C=O.C
HOMO-LUMO gap: 0.4080 hartree

---

The molecule C2H3BrO2, computed with ωB97M-V with the def2-TZVPD basis set.

Structure (XYZ):
```
8
Properties=species:S:1:pos:R:3:nbo_charge:R:1
O 0.18 -0.53 -1.78 -0.6001
C -0.64 -0.75 -0.91 0.6418
O -0.51 -0.36 0.33 -0.5150
C 0.57 0.55 0.66 -0.1852
Br -0.13 1.96 1.77 0.0447
H -1.52 -1.44 -1.02 0.1358
H 1.10 -0.27 1.27 0.2338
H 0.94 0.84 -0.32 0.2443
```

Properties
E_LUMO: 0.726 eV
Relative energy (zero: lowest compared OMol25 entry of this formula, charge and spin): 24.3 kcal/mol
SMILES: O=COCBr
HOMO-LUMO gap: 0.4199 hartree

---

A structure of composition C3H8N2O2S, computed with ωB97M-V with the def2-TZVPD basis set.

Structure (XYZ):
```
16
Properties=species:S:1:pos:R:3:nbo_charge:R:1
C 1.53 -0.82 0.35 -0.4486
C 1.25 -0.81 -1.14 -0.4535
C 0.78 0.28 -0.27 0.1724
N 1.02 1.61 -0.34 -0.7798
N -1.84 -0.13 1.52 -1.0917
O -2.09 1.32 -0.59 -0.9673
O -2.06 -1.18 -0.81 -0.9534
S -1.56 0.03 -0.18 1.9897
H 1.01 -1.53 0.97 0.2459
H 2.54 -0.60 0.68 0.2301
H 2.05 -0.62 -1.84 0.2256
H 0.51 -1.51 -1.51 0.2542
H 0.52 2.08 -1.09 0.4031
H 0.95 2.11 0.54 0.3879
H -2.20 0.71 1.95 0.3910
H -2.40 -0.94 1.76 0.3942
```

Properties
E_LUMO: 0.473 eV
Relative energy (zero: lowest compared OMol25 entry of this formula, charge and spin): 44.2 kcal/mol
HOMO-LUMO gap: 0.3366 hartree

---

The molecule C22H20N2O6S2, computed with ωB97M-V with the def2-TZVPD basis set.

Structure (XYZ):
```
52
Properties=species:S:1:pos:R:3:nbo_charge:R:1
C 1.33 -3.30 4.60 -0.2628
O 1.55 -3.78 3.29 -0.4739
C 1.62 -2.89 2.28 0.2910
C 1.72 -1.51 2.44 -0.2902
C 1.71 -0.67 1.35 -0.1953
C 1.60 -1.18 0.06 -0.0433
C 1.40 -0.37 -1.10 -0.1034
C 1.18 0.96 -1.21 -0.3484
S 1.22 2.20 0.02 0.3956
C 0.55 3.40 -1.07 -0.0826
S 0.29 4.95 -0.65 -0.0337
N 0.31 2.85 -2.29 -0.4823
C -0.53 3.50 -3.27 -0.2173
C -1.89 2.77 -3.39 -0.5049
C -2.18 2.08 -2.06 0.6876
O -2.46 2.68 -1.05 -0.5954
N -2.03 0.72 -2.13 -0.6359
C -1.93 -0.20 -1.07 0.2278
C -1.87 -1.55 -1.40 -0.2369
C -1.72 -2.51 -0.41 -0.2066
C -1.58 -2.12 0.91 -0.1756
C -1.61 -0.77 1.24 -0.1646
C -1.41 -0.38 2.65 0.7917
O -1.16 -1.16 3.55 -0.6172
O -1.51 0.93 2.86 -0.6737
C -1.81 0.19 0.26 -0.2284
C 0.68 1.53 -2.46 0.6759
O 0.54 0.93 -3.51 -0.6140
C 1.59 -2.58 -0.11 -0.2925
C 1.60 -3.43 0.97 0.3219
O 1.56 -4.79 0.90 -0.4932
C 1.54 -5.39 -0.37 -0.2507
H 2.21 -2.78 4.98 0.1725
H 1.14 -4.18 5.21 0.2008
H 0.46 -2.64 4.63 0.2091
H 1.78 -1.09 3.43 0.2304
H 1.78 0.39 1.51 0.2125
H 1.31 -0.90 -2.04 0.2331
H -0.02 3.48 -4.24 0.2285
H -0.66 4.53 -2.94 0.2531
H -1.86 2.05 -4.21 0.2182
H -2.67 3.51 -3.58 0.2442
H -1.85 0.32 -3.04 0.4128
H -1.96 -1.85 -2.43 0.2104
H -1.70 -3.55 -0.67 0.2170
H -1.44 -2.85 1.69 0.2378
H -1.37 1.14 3.80 0.5029
H -1.86 1.23 0.53 0.2747
H 1.53 -2.97 -1.11 0.2208
H 0.65 -5.11 -0.93 0.1706
H 1.53 -6.46 -0.18 0.2042
H 2.44 -5.14 -0.95 0.1776
```

Properties
E_LUMO: -0.758 eV
SMILES: COc1ccc(/C=C2\SC(=S)N(CCC(=O)Nc3cccc(C(=O)O)c3)C2=O)cc1OC
HOMO-LUMO gap: 0.2603 hartree

---

A structure of composition C7H3NO, computed with ωB97M-V with the def2-TZVPD basis set.

Structure (XYZ):
```
12
Properties=species:S:1:pos:R:3:nbo_charge:R:1
C 0.21 -0.34 -2.42 0.1876
C -0.59 -0.06 1.61 -0.2252
C -0.08 -1.14 1.14 -0.2187
C -0.24 1.27 -0.47 -0.2260
C 0.22 0.35 -1.30 -0.0765
C 0.28 0.84 0.84 0.3317
C 1.10 -0.68 0.29 0.2377
N 0.24 -1.02 -3.37 -0.2578
O 1.57 0.47 0.84 -0.4243
H -1.46 0.24 2.11 0.2257
H -0.48 -2.09 1.35 0.2234
H -0.78 2.17 -0.62 0.2223
```

Properties
E_LUMO (alpha / beta): -1.086 / -1.086 eV
Relative energy (zero: lowest compared OMol25 entry of this formula, charge and spin): 106.0 kcal/mol
HOMO-LUMO gap (alpha / beta): 0.2815 / 0.2815 hartree

---

The ion C5H9N2S with charge +1, computed with ωB97M-V with the def2-TZVPD basis set.

Structure (XYZ):
```
17
Properties=species:S:1:pos:R:3:nbo_charge:R:1
C 0.40 1.19 -0.81 -0.1134
C 0.71 -0.09 1.05 -0.0828
C -1.55 -0.18 0.07 0.1547
C -2.77 -0.96 -0.15 -0.6790
C 2.67 0.64 -0.24 -0.4343
N 1.25 0.57 -0.03 -0.2591
N -0.61 -0.56 0.89 -0.4117
S -1.32 1.41 -0.64 0.3801
H 0.80 1.83 -1.70 0.2585
H 1.31 -0.82 1.52 0.2163
H -3.55 -0.50 0.27 0.2498
H -2.70 -2.03 0.28 0.2454
H -3.01 -1.15 -1.26 0.2833
H 2.98 1.32 0.63 0.2516
H 3.17 -0.34 -0.09 0.2459
H 3.05 1.00 -1.22 0.2611
H -0.84 -1.34 1.45 0.4336
```

Properties
E_LUMO (alpha / beta): -4.635 / -4.634 eV
Relative energy (zero: lowest compared OMol25 entry of this formula, charge and spin): 64.9 kcal/mol
Charge: +1
HOMO-LUMO gap (alpha / beta): 0.2541 / 0.2542 hartree

---

A cluster of 7 separate species, C19H52O9 in total, computed with ωB97M-V with the def2-TZVPD basis set.

Structure (XYZ):
```
80
Properties=species:S:1:pos:R:3:mulliken_charge:R:1
C 6.83 16.22 9.99 -1.1289
C 6.19 16.10 11.36 0.4027
C 4.67 15.97 11.17 -1.0059
O 6.75 15.01 12.10 -0.3606
H 7.91 16.08 10.06 0.3299
H 6.50 17.21 9.61 0.3962
H 6.47 15.39 9.35 0.1002
H 6.44 17.01 11.89 0.3792
H 4.32 16.81 10.57 0.3795
H 4.19 15.90 12.16 0.3096
H 4.54 15.09 10.52 0.1206
H 6.56 15.10 13.06 0.1652
C 12.86 9.47 15.18 -1.1083
C 13.38 10.48 16.12 0.6841
C 12.38 11.59 16.43 -1.3202
O 13.71 9.87 17.36 -0.5520
H 12.00 9.05 15.68 0.3931
H 13.58 8.66 15.02 0.4255
H 12.52 10.00 14.27 0.0027
H 14.30 10.92 15.69 0.1608
H 12.00 12.09 15.56 0.3246
H 12.85 12.36 17.08 0.3212
H 11.58 11.14 16.97 0.3558
H 14.06 9.00 17.12 0.3129
C 5.30 12.47 9.56 -1.1287
C 6.14 11.47 8.80 0.4647
C 5.51 10.93 7.48 -1.4325
O 7.51 12.00 8.48 -0.6502
H 4.27 12.07 9.68 0.3932
H 5.26 13.44 9.12 0.2098
H 5.64 12.57 10.60 0.2923
H 6.30 10.57 9.42 0.2561
H 5.56 11.78 6.81 0.3341
H 4.47 10.64 7.67 0.3691
H 6.13 10.18 7.05 0.3830
H 7.28 12.82 7.99 0.3252
C 11.37 7.57 7.94 -1.5251
C 10.73 8.19 9.14 0.9498
C 10.45 7.20 10.22 -1.1329
O 11.55 9.14 9.76 -0.6714
H 11.77 8.41 7.32 0.3391
H 10.68 7.01 7.33 0.3897
H 12.30 6.95 8.02 0.3089
H 9.87 8.71 8.75 0.1668
H 11.35 6.79 10.64 0.3452
H 9.87 6.34 9.86 0.4266
H 9.95 7.64 11.16 0.0189
H 11.11 9.95 9.39 0.2877
C 7.19 12.60 16.00 -0.9166
C 6.77 14.08 16.19 0.4866
C 7.98 15.01 16.22 -1.4299
O 5.92 14.54 15.13 -0.5371
H 6.34 11.89 15.86 0.1258
H 7.64 12.25 16.96 0.3629
H 7.88 12.40 15.13 0.0708
H 6.19 14.14 17.11 0.3701
H 8.49 14.89 15.28 0.3111
H 8.75 14.76 16.95 0.4155
H 7.61 16.00 16.44 0.3430
H 5.07 14.09 15.21 0.2822
O 10.34 9.89 12.23 -0.3715
C 10.57 11.32 12.31 -0.3579
C 9.46 12.00 11.58 0.3327
O 9.72 11.84 10.18 -0.4972
H 10.89 9.61 11.47 0.2456
H 10.64 11.62 13.42 -0.1641
H 11.53 11.60 11.86 0.4620
H 9.42 13.09 11.88 0.1570
H 8.47 11.51 11.87 -0.0693
H 8.94 11.99 9.62 0.4575
O 6.50 8.00 16.03 -0.5689
C 6.25 8.86 14.96 -0.1922
C 7.28 8.93 13.82 -0.0387
O 8.47 9.52 14.34 -0.3808
H 7.21 8.24 16.61 0.3236
H 5.35 8.57 14.48 0.3972
H 6.18 9.88 15.31 -0.1304
H 6.83 9.65 13.09 0.0672
H 7.45 7.97 13.38 0.3910
H 9.25 9.62 13.77 0.2456
```

Properties
E_LUMO: 0.509 eV
Relative energy (zero: lowest compared OMol25 entry of this formula, charge and spin): 34.4 kcal/mol
SMILES: CC(C)O.CC(C)O.CC(C)O.CC(C)O.CC(C)O.OCCO.OCCO
HOMO-LUMO gap: 0.3819 hartree

---

A cluster of 2 separate species, C3H6N2O in total, computed with ωB97M-V with the def2-TZVPD basis set.

Structure (XYZ):
```
12
Properties=species:S:1:pos:R:3:nbo_charge:R:1
C -0.66 0.00 -0.84 -0.3262
C -1.83 0.63 -0.40 -0.1249
N -2.39 -0.03 0.63 -0.4960
C -1.53 -0.99 0.94 0.1097
N -0.47 -0.96 0.10 -0.5312
H 0.09 0.51 -1.43 0.1812
H -2.10 1.64 -0.68 0.1915
H -1.48 -1.64 1.80 0.1792
H 0.37 -1.48 0.35 0.4055
H 3.06 1.26 0.35 0.3413
H 3.41 0.64 -0.89 0.2941
O 3.52 0.43 0.07 -1.2242
```

Properties
2S+1: 2
E_LUMO (alpha / beta): 4.093 / 3.931 eV
Relative energy (zero: lowest compared OMol25 entry of this formula, charge and spin): 20.1 kcal/mol
Charge: -1
HOMO-LUMO gap (alpha / beta): 0.1173 / 0.3417 hartree

---

no.,E_tot (eV)
1,-7831.4332
2,-76259.2222
3,-21148.9299
4,-60075.3992
5,-10836.1685
6,-19136.9144
7,-38971.7132
8,-8234.3640